i) Molecular formula: C3H6OS2
Method: DFT, wB97M-V/def2-TZVPD

Calculated values
Orbital gap: 0.301 hartree

Geometry as ORCA input:
```
! wB97M-V def2-TZVPD RIJCOSX def2/J DEFGRID3
* xyz 0 1
O -0.195 1.765 -0.693
C 0.668 1.068 0.148
C 0.711 -0.453 -0.002
S 2.034 -1.189 -0.689
C -0.518 -1.280 0.497
S -1.729 -1.028 -0.721
H 0.180 1.620 -1.510
H 0.322 1.228 1.208
H 1.651 1.407 0.105
H -0.885 -0.974 1.492
H -0.182 -2.397 0.560
H -2.057 0.233 -0.393
*
```

***

ii) Molecular formula: C3H6OS2
Method: DFT, wB97M-V/def2-TZVPD

Calculated values
Orbital gap: 0.302 hartree

Geometry as ORCA input:
```
! wB97M-V def2-TZVPD RIJCOSX def2/J DEFGRID3
* xyz 0 1
O -1.057 1.827 -0.121
C 0.347 1.628 -0.112
C 0.527 0.243 0.303
S 1.974 -0.565 -0.168
C -0.595 -0.329 1.106
S -1.347 -1.219 -0.346
H -1.204 1.693 -1.009
H 1.042 2.018 0.664
H 0.748 1.820 -1.188
H -1.273 0.490 1.644
H -0.231 -1.074 1.984
H -2.333 -0.278 -0.684
*
```

***

Most favorable structure: i). The second most favorable one is 1.158 eV above it.

***

i) Molecular formula: C3H6OS2
Method: DFT, wB97M-V/def2-TZVPD

Calculated values
Orbital gap: 0.289 hartree

Geometry as ORCA input:
```
! wB97M-V def2-TZVPD RIJCOSX def2/J DEFGRID3
* xyz 0 1
C -2.006 -0.917 0.268
C 0.557 0.177 -0.146
C -0.153 1.441 0.404
H -2.058 -0.208 1.365
H -2.431 -0.436 -0.819
H -2.583 -2.108 0.666
H 0.677 2.230 0.355
H -0.422 1.006 1.555
H -1.258 2.006 -1.311
O -1.509 1.663 -0.286
S -0.364 -1.177 -0.190
S 2.225 -0.073 0.023
*
```

***

ii) Molecular formula: C3H6OS2
Method: DFT, wB97M-V/def2-TZVPD

Calculated values
Orbital gap: 0.292 hartree

Geometry as ORCA input:
```
! wB97M-V def2-TZVPD RIJCOSX def2/J DEFGRID3
* xyz 0 1
C -1.754 -0.841 -0.154
C 1.256 -0.788 0.164
C 0.966 0.771 0.447
H -2.571 -1.343 -0.689
H -2.413 -0.704 0.853
H -1.467 0.012 -0.736
H 1.891 1.163 0.624
H 0.460 0.789 1.402
H 0.892 2.364 -1.079
O 0.110 1.383 -0.474
S -0.178 -1.742 -0.107
S 2.807 -1.064 -0.250
*
```

***

Most favorable structure: ii). The second most favorable one is 0.480 eV above it.

***

i) Molecular formula: C12H15NO2
Method: DFT, wB97M-V/def2-TZVPD

Calculated values
Orbital gap: 0.358 hartree

Geometry as ORCA input:
```
! wB97M-V def2-TZVPD RIJCOSX def2/J DEFGRID3
* xyz 0 1
C -2.256 -0.258 2.831
C -0.949 -0.599 1.926
C -1.064 -0.704 0.428
O -1.123 -1.879 -0.062
C -1.346 0.499 -0.479
N -2.494 1.291 -0.013
C -0.141 1.402 -0.490
C 0.962 0.746 -1.179
C 1.034 0.806 -2.529
C 2.005 -0.005 -3.188
C 2.870 -0.831 -2.487
C 2.980 -0.673 -1.074
C 2.047 0.171 -0.428
C 0.055 -1.553 2.560
O 0.289 -0.150 2.508
H -2.732 0.632 2.561
H -3.012 -0.976 2.659
H -1.894 -0.206 3.889
H -1.714 0.120 -1.461
H -3.379 0.868 -0.357
H -2.406 2.251 -0.318
H -0.432 2.284 -1.030
H 0.178 1.723 0.536
H 0.340 1.406 -3.136
H 2.057 0.053 -4.237
H 3.664 -1.290 -3.087
H 3.756 -1.202 -0.460
H 2.091 0.180 0.626
H 0.738 -2.072 1.936
H -0.124 -2.034 3.554
*
```

***

ii) Molecular formula: C12H15NO2
Method: DFT, wB97M-V/def2-TZVPD

Calculated values
Orbital gap: 0.303 hartree

Geometry as ORCA input:
```
! wB97M-V def2-TZVPD RIJCOSX def2/J DEFGRID3
* xyz 0 1
O 2.940 -0.237 -0.204
C 1.707 -0.131 -0.464
C 0.999 0.403 -1.639
C -0.024 1.174 -1.517
C -0.536 1.591 -2.801
C -1.700 2.529 -2.795
C -1.784 2.852 -4.295
C -0.563 2.364 -4.755
O -0.086 1.390 -4.034
N 0.717 -0.513 0.497
C 1.357 -1.305 1.749
C 0.865 -0.266 3.180
C -0.815 -0.921 3.182
C -0.863 -2.337 2.636
C 0.485 -2.658 2.165
H 1.804 0.381 -2.438
H -0.552 1.292 -0.622
H -2.559 2.712 -2.247
H -2.258 3.349 -4.919
H -0.218 2.282 -5.969
H -0.135 -0.500 0.376
H 2.427 -1.198 1.913
H 0.934 0.763 2.841
H 1.335 -0.555 4.010
H -1.097 -0.908 4.203
H -1.360 -0.072 2.769
H -1.521 -2.282 1.769
H -1.295 -2.945 3.489
H 1.303 -3.196 2.723
H 0.491 -3.063 1.197
*
```

***

Most favorable structure: i). The second most favorable one is 5.925 eV above it.

***

i) Molecular formula: C3H7N4
Method: DFT, wB97M-V/def2-TZVPD

Calculated values
Orbital gap: 0.307 hartree

Geometry as ORCA input:
```
! wB97M-V def2-TZVPD RIJCOSX def2/J DEFGRID3
* xyz 1 1
C 0.157 1.600 -0.120
C 1.509 -0.157 -0.568
C -2.670 -0.584 -0.023
N -0.806 0.783 -0.054
N 1.382 1.083 -0.065
N -1.667 0.223 -0.638
N 2.628 -0.702 -0.177
H -0.023 2.716 0.251
H -3.830 -0.491 -0.263
H -2.466 -1.600 -0.549
H -2.475 -0.794 1.090
H 2.129 1.764 0.228
H 3.344 -0.227 0.557
H 3.065 -1.399 -0.675
*
```

***

ii) Molecular formula: C3H7N4
Method: DFT, wB97M-V/def2-TZVPD

Calculated values
Orbital gap: 0.364 hartree

Geometry as ORCA input:
```
! wB97M-V def2-TZVPD RIJCOSX def2/J DEFGRID3
* xyz 1 1
C -2.089 -0.812 0.002
C -0.753 -0.992 0.020
C 1.188 0.581 0.123
N -2.352 0.442 0.022
N -1.261 1.086 0.064
N -0.211 0.203 0.022
N 2.021 -0.504 -0.057
H -2.947 -1.567 0.040
H -0.062 -1.886 0.019
H 1.271 1.086 1.040
H 1.579 1.658 -0.797
H -1.285 2.068 0.092
H 2.122 -0.817 -1.073
H 2.778 -0.546 0.483
*
```

***

Most favorable structure: ii). The second most favorable one is 1.855 eV above it.

***

i) Molecular formula: C3H7N4
Method: DFT, wB97M-V/def2-TZVPD

Calculated values
Orbital gap: 0.384 hartree

Geometry as ORCA input:
```
! wB97M-V def2-TZVPD RIJCOSX def2/J DEFGRID3
* xyz 1 1
N 1.227 -0.439 -1.961
C 0.096 -0.817 -1.440
N -0.301 -0.485 -0.255
C 0.381 0.759 0.812
C -0.781 0.574 1.828
N -1.704 -0.391 1.326
N -1.465 -0.906 0.315
H 1.575 -0.518 -2.997
H 1.902 0.093 -1.516
H -0.606 -1.369 -2.060
H 0.351 1.551 0.222
H 1.296 0.230 1.115
H -0.653 0.290 2.816
H -1.319 1.428 1.794
*
```

***

ii) Molecular formula: C3H7N4
Method: DFT, wB97M-V/def2-TZVPD

Calculated values
Orbital gap: 0.323 hartree

Geometry as ORCA input:
```
! wB97M-V def2-TZVPD RIJCOSX def2/J DEFGRID3
* xyz 1 1
C -0.712 0.642 1.208
C 0.237 -0.010 0.272
N 1.039 -0.952 0.770
N 0.977 1.139 -0.521
N 0.661 1.245 -1.676
C -0.164 0.052 -1.987
N -0.585 -0.484 -0.931
H -1.422 -0.174 1.386
H -1.117 1.610 0.950
H -0.139 0.821 2.175
H 0.868 -1.357 1.731
H 1.995 -1.185 0.365
H -0.539 -0.002 -3.011
H -1.098 -1.343 -0.729
*
```

***

iii) Molecular formula: C3H7N4
Method: DFT, wB97M-V/def2-TZVPD

Calculated values
Orbital gap: 0.368 hartree

Geometry as ORCA input:
```
! wB97M-V def2-TZVPD RIJCOSX def2/J DEFGRID3
* xyz 1 1
C 2.068 -0.843 0.162
C 1.608 1.312 -0.371
C -0.934 0.897 -0.012
N 0.764 -0.680 0.361
N 2.546 0.401 -0.185
N 0.459 0.620 -0.020
N -1.640 -0.421 0.051
H 2.698 -1.724 0.298
H -1.908 -0.749 -0.879
H -0.974 1.354 0.998
H -0.977 1.732 -0.798
H 3.469 0.502 -0.531
H -2.409 -0.255 0.701
H -0.061 -1.250 0.821
*
```

***

Most favorable structure: iii). The second most favorable one is 0.070 eV above it.

***

i) Molecular formula: C5H12N2
Method: DFT, wB97M-V/def2-TZVPD

Calculated values
Orbital gap: 0.250 hartree

Geometry as ORCA input:
```
! wB97M-V def2-TZVPD RIJCOSX def2/J DEFGRID3
* xyz 2 1
C -2.040 0.125 -0.996
C -0.648 -0.115 -0.390
C 0.498 0.312 -1.213
C 1.764 0.374 -0.554
N 1.985 0.041 0.675
C 3.363 0.099 1.125
N -3.162 -0.587 1.048
H -2.272 1.119 -1.402
H -2.319 -0.634 -1.755
H -0.732 0.470 0.547
H -0.471 -1.147 -0.105
H 0.522 0.495 -2.288
H 2.598 0.614 -1.231
H 3.507 1.083 1.618
H 4.080 -0.089 0.315
H 3.453 -0.629 1.925
H -3.632 -1.479 1.246
H -2.769 -0.222 -0.017
H -3.725 0.172 1.452
*
```

***

ii) Molecular formula: C5H12N2
Method: DFT, wB97M-V/def2-TZVPD

Calculated values
Orbital gap: 0.293 hartree

Geometry as ORCA input:
```
! wB97M-V def2-TZVPD RIJCOSX def2/J DEFGRID3
* xyz 2 1
C -1.687 0.489 -0.446
C -1.169 0.477 1.030
C -0.065 -0.458 1.384
C 1.239 -0.396 0.865
N 1.474 0.322 -0.194
C 2.813 0.505 -0.609
N -1.852 -0.877 -1.083
H -0.950 1.014 -1.048
H -2.645 0.990 -0.492
H -2.001 0.311 1.705
H -0.787 1.490 1.205
H -0.177 -1.058 2.288
H 2.041 -0.941 1.373
H 3.546 -0.010 0.012
H 2.907 0.173 -1.650
H 2.990 1.591 -0.620
H -2.700 -1.346 -0.744
H -1.056 -1.484 -0.874
H -1.920 -0.794 -2.102
*
```

***

iii) Molecular formula: C5H12N2
Method: DFT, wB97M-V/def2-TZVPD

Calculated values
Orbital gap (spin up / spin down): 0.277 / 0.277 hartree

Geometry as ORCA input:
```
! wB97M-V def2-TZVPD RIJCOSX def2/J DEFGRID3
* xyz 2 1
C 0.525 -0.450 -0.152
C 1.720 0.505 -0.775
C 1.928 0.599 0.637
C -1.048 1.414 -0.111
C -1.798 -0.905 0.112
N 0.870 -1.728 0.109
N -0.728 0.043 0.036
H 2.386 -0.260 -1.240
H 1.361 1.317 -1.402
H 2.820 0.150 1.025
H 1.384 1.356 1.205
H -0.091 2.134 -0.082
H -1.644 1.694 -1.054
H -1.719 1.913 0.624
H -2.245 -0.711 1.140
H -2.626 -0.801 -0.526
H -1.510 -1.983 0.093
H 1.769 -2.130 -0.075
H 0.216 -2.228 0.735
*
```

***

Most favorable structure: ii). The second most favorable one is 1.617 eV above it.